# 1
Molecular formula: C16H13N2O4PtS2
Method: DFT, ωB97M-V with the def2-TZVPD basis set

As for the gap between HOMO and LUMO: 6.8 eV. Its energy above the lowest of the compared OMol25 structures with the same formula, charge and spin is 28.0 kcal/mol. The molecular weight is 556.50 g mol⁻¹. As for the total charge: -1.

Cartesian coordinates (Å):
Pt  -0.03560  1.15678  0.38476
S  0.57854  6.11205  -0.71398
S  0.82693  3.22844  -0.19713
O  4.34834  0.41162  -0.58025
O  -1.97960  0.60544  0.25957
O  -1.47744  4.63504  -0.42733
O  1.91808  0.44512  0.25351
N  0.13070  -0.13261  1.91550
N  1.44077  -0.41532  2.32716
C  -4.11403  0.55206  1.21581
C  6.03614  -0.06643  0.96618
C  2.27504  -0.02084  1.41868
C  -4.45500  -0.27390  3.45968
C  -3.09756  -0.49323  3.55872
C  5.52309  -0.59966  3.25609
C  -2.24973  3.46570  -0.16673
C  -4.95390  0.25542  2.26548
C  -0.15399  4.64579  -0.44400
C  6.45283  -0.39879  2.23798
C  3.72969  -0.14587  1.69041
C  -2.22083  -0.19215  2.51029
C  4.17873  -0.47204  2.97098
C  -0.80846  -0.45524  2.72460
C  -2.72442  0.34631  1.30692
C  4.67614  0.07245  0.68060
H  -2.09879  2.70272  -0.93093
H  5.84762  -0.84976  4.25670
H  -2.02296  3.05070  0.81219
H  6.74190  0.10372  0.16502
H  -3.28009  3.81691  -0.19498
H  -6.01734  0.43646  2.15974
H  7.51184  -0.49447  2.44252
H  3.37677  0.57115  -0.59065
H  -2.68158  -0.90957  4.46962
H  -5.11371  -0.50273  4.28488
H  -4.49118  0.95409  0.28490
H  3.43296  -0.62437  3.73862
H  -0.50560  -0.93841  3.65098

# 2
Molecular formula: C16H14AsMoN4O8S2
Method: DFT, ωB97M-V with the def2-TZVPD basis set

As for the gap between HOMO and LUMO: 4.9 eV. The molecular weight is 625.30 g mol⁻¹. As for the total charge: +3.

Cartesian coordinates (Å):
Mo  -0.19541  0.10437  0.68283
As  -1.32194  0.31617  3.72599
S  1.25090  0.48212  -1.27494
S  -0.69912  -2.36801  1.50259
O  -0.81023  -3.52247  0.72165
O  -1.29879  1.35156  4.92978
O  0.58830  -1.53635  1.29418
O  1.94233  0.22374  0.00628
O  -1.61007  -1.18414  1.05335
O  -2.81691  0.43508  2.86303
O  -0.28185  0.81537  2.20936
O  0.17162  -0.56592  -1.32607
N  -1.82037  1.08298  -0.17341
N  -1.43299  2.50371  -2.01973
N  4.19339  1.84483  -6.01584
N  0.25414  1.65725  -0.50499
C  3.86846  2.08736  -3.66708
C  -1.04224  1.83078  -0.98759
C  3.51043  1.52575  -4.93538
C  2.11512  0.82778  -2.65865
C  -0.89598  -1.54310  4.12759
C  -3.15076  1.07980  -0.37300
C  2.40503  0.61976  -5.01292
C  1.70942  0.27703  -3.90166
C  -0.83613  -2.61778  3.22225
C  -2.75814  2.53344  -2.21781
C  -0.82240  -1.78068  5.48671
C  3.18687  1.75545  -2.54532
C  -0.73246  -3.92275  3.67691
C  -0.67394  -4.15512  5.04713
C  -3.66072  1.84548  -1.39816
C  -0.70129  -3.09639  5.94192
H  3.97372  1.45240  -6.91939
H  4.69924  2.77834  -3.60768
H  2.12654  0.19904  -5.97025
H  4.97914  2.47674  -5.96934
H  -0.87323  -0.95082  6.18182
H  -3.75558  0.46918  0.28471
H  -0.64103  -3.28349  7.00583
H  -3.38080  1.09091  3.30981
H  3.46126  2.17102  -1.58326
H  0.87968  -0.41626  -3.95301
H  -0.69003  -4.74165  2.96849
H  -3.09272  3.12032  -3.06536
H  -4.72616  1.89860  -1.56999
H  -0.59427  -5.17146  5.40860

# 3
Molecular formula: C16H14B2Cl3F3NO
Method: DFT, ωB97M-V with the def2-TZVPD basis set

As for the gap between HOMO and LUMO: 5.7 eV. Its energy above the lowest of the compared OMol25 structures with the same formula, charge and spin is 2.4 kcal/mol. The molecular weight is 421.27 g mol⁻¹. As for the total charge: -1.

Cartesian coordinates (Å):
Cl  2.48988  0.96835  2.89256
Cl  2.00591  0.93560  -0.14209
Cl  2.69797  -1.70511  1.33428
F  -1.90816  -5.08021  6.61224
F  -0.00310  -4.33445  7.75179
F  0.05906  -4.61880  5.43271
O  0.39967  -0.36960  1.65113
N  -2.29641  1.22467  5.94028
C  -1.24226  -2.74536  6.38496
C  -2.16515  -0.14826  6.14023
C  -4.54100  -0.45953  0.99876
C  -1.41228  1.63722  4.97825
C  -4.13457  0.87720  1.14243
C  -0.52669  0.44908  2.00099
C  -3.15462  2.08657  6.73516
C  -2.27775  -1.21175  1.45060
C  -0.65989  -1.92821  5.41109
C  -2.81109  1.17722  1.45205
C  -1.89439  0.12762  1.64413
C  -0.68678  0.52768  4.51446
C  -3.60418  -1.49380  1.15482
C  -1.12401  -0.60903  5.27852
C  -2.24472  -2.27331  7.24165
C  -2.71510  -0.94154  7.13698
B  1.84115  -0.05760  1.43702
B  -0.72206  -4.35054  6.55660
H  0.26615  0.54119  4.00296
H  -3.78323  1.47031  7.37631
H  -1.53771  -2.00578  1.56483
H  -3.78825  2.71238  6.09822
H  -2.67364  -2.91735  8.00281
H  -4.85395  1.68332  0.97867
H  0.12594  -2.25157  4.73129
H  -2.56996  2.75487  7.38025
H  -1.38331  2.67713  4.64816
H  -2.46363  2.20840  1.57439
H  -0.27766  1.49097  2.23866
H  -3.44862  -0.54299  7.83689
H  -5.57512  -0.69600  0.72688
H  -3.90429  -2.52981  1.00874

# 4
Molecular formula: C16H14BBeF4N2O2
Method: DFT, ωB97M-V with the def2-TZVPD basis set

As for the gap between HOMO and LUMO: 8.0 eV. Its energy above the lowest of the compared OMol25 structures with the same formula, charge and spin is 0.0 kcal/mol. The molecular weight is 362.12 g mol⁻¹. As for the total charge: -1.

Cartesian coordinates (Å):
F  -4.65886  -1.21789  -1.22327
F  -5.98496  0.66959  -1.17509
F  -4.80795  0.01683  0.70525
F  -3.68984  0.87205  -1.10578
O  2.01007  -0.95124  0.03287
O  0.51035  0.81093  1.27925
N  -0.93289  -0.89586  -0.07282
N  0.52353  0.33178  -1.66856
C  -2.32838  0.51530  4.28214
C  -1.17994  1.30051  4.43012
C  3.99480  0.43386  -2.70785
C  1.53920  0.36994  -2.43459
C  -0.83311  0.16076  -2.16982
C  3.01504  -0.60005  -0.70864
C  -1.83330  -0.78294  0.83174
C  -0.24012  1.39070  3.42780
C  -2.50631  -0.17568  3.10538
C  4.33027  -0.97080  -0.33941
C  -1.54517  -0.13400  2.08592
C  5.26396  0.08924  -2.30531
C  5.41484  -0.62206  -1.10779
C  2.87238  0.12242  -1.93222
C  -0.38841  0.67533  2.22200
C  -1.33144  -1.11059  -1.45897
B  -4.80622  0.09618  -0.70641
Be  0.62254  -0.15217  0.04750
H  6.40798  -0.90963  -0.78180
H  6.12641  0.34973  -2.90400
H  0.63911  2.01353  3.53218
H  -0.79255  -1.97485  -1.85788
H  -2.85619  -1.07592  0.60340
H  -2.41091  -1.23641  -1.56703
H  3.84479  0.96148  -3.64461
H  4.44681  -1.52647  0.58199
H  -1.03001  1.86302  5.34493
H  -3.07671  0.47761  5.06228
H  -0.85940  0.06370  -3.25893
H  -1.46566  0.99077  -1.85703
H  1.40854  0.50318  -3.51356
H  -3.41229  -0.74191  2.92662

# 5
Molecular formula: C16H14BCl5N6Pb
Method: DFT, ωB97M-V with the def2-TZVPD basis set

As for the gap between HOMO and LUMO: 6.8 eV. Its energy above the lowest of the compared OMol25 structures with the same formula, charge and spin is 0.0 kcal/mol. The molecular weight is 685.61 g mol⁻¹. As for the total charge: +2.

Cartesian coordinates (Å):
Pb  -0.22624  -0.02381  -0.00087
Cl  1.64396  -2.30101  1.72143
Cl  2.38176  -2.23461  4.79793
Cl  -1.19864  2.36299  2.32023
Cl  1.32836  0.12469  6.63343
Cl  -0.45834  2.42509  5.38813
N  -0.32204  1.50149  -2.49717
N  1.74856  0.34559  -0.59537
N  -0.69134  -0.99331  -2.52937
N  -1.41044  -1.09711  -1.35557
N  -0.72064  1.69979  -1.21697
N  1.70346  0.10029  -1.95307
C  2.97066  -0.09331  -2.40467
C  3.03396  0.27709  -0.21447
C  -2.10564  -2.71401  -2.76377
C  -1.29044  2.91419  -1.15407
C  -1.11404  -1.95881  -3.38777
C  -2.19934  -1.47661  2.52793
C  0.91856  0.09119  4.91643
C  -2.25034  -2.13611  -1.48617
C  -0.63394  2.58389  -3.25487
C  -0.20084  1.08449  2.99723
C  1.38466  -0.95441  4.10253
C  -1.25984  3.51879  -2.42847
C  0.25656  0.03449  2.17893
C  1.05706  -0.98181  2.73603
C  3.85256  0.00689  -1.32987
C  0.12656  1.11079  4.36373
B  0.36896  0.15139  -2.80607
H  -3.05334  -2.08991  2.19793
H  0.68266  0.07969  -3.97377
H  3.29736  0.42999  0.83193
H  -0.38974  2.60859  -4.31627
H  -2.65554  -3.55751  -3.17927
H  -0.68114  -2.03171  -4.38487
H  -2.91084  -2.40511  -0.66217
H  3.15156  -0.28131  -3.46237
H  4.93726  -0.08991  -1.35197
H  -1.98854  -0.70341  1.77163
H  -1.31274  -2.11871  2.65373
H  -2.44294  -0.99431  3.48823
H  -1.64034  4.49989  -2.70927
H  -1.68734  3.28539  -0.20897

# 6
Molecular formula: C16H14BrN2O2S3SbW
Method: DFT, ωB97M-V with the def2-TZVPD basis set

As for the gap between HOMO and LUMO (spin up / spin down): 5.6 / 5.1 eV. The spin multiplicity is 2. Its energy above the lowest of the compared OMol25 structures with the same formula, charge and spin is 0.0 kcal/mol. The molecular weight is 748.01 g mol⁻¹. As for the total charge: +3.

Cartesian coordinates (Å):
W  1.83700  1.60720  -1.78410
Sb  2.06604  3.51693  -3.93495
Br  1.40074  3.30319  0.54030
S  3.46193  3.16242  -1.86430
S  2.26686  1.10371  -4.03343
S  0.08830  2.82662  -2.63228
O  0.17506  -1.60089  -3.64691
O  2.47035  -0.15047  -1.50929
N  0.51644  0.72738  -0.39852
N  0.31629  -0.55400  -0.95637
C  -2.73393  3.27958  3.68726
C  -0.07731  2.34823  1.22602
C  2.35040  -4.73549  -2.26180
C  1.62368  -2.43120  -1.90040
C  -0.25825  1.12959  0.60318
C  1.65345  -4.83371  -3.47241
C  -1.91710  0.99254  3.37377
C  -0.86725  2.94141  2.21728
C  -3.73439  2.81102  4.50916
C  0.93703  -3.75595  -3.90773
C  2.30843  -3.53911  -1.48893
C  0.91158  -2.54476  -3.13906
C  -3.81289  1.44677  4.77185
C  -1.83166  2.37587  3.06797
C  -2.89589  0.54089  4.22045
C  1.64042  -1.19582  -1.02891
H  -1.15984  0.30459  3.02106
H  1.68127  -5.74990  -4.04621
H  -4.43652  3.49483  4.96453
H  -0.39274  -1.09218  -0.46351
H  -4.57745  1.07904  5.44455
H  0.12910  -0.80353  -3.08878
H  2.06624  -1.47512  -0.05794
H  2.85911  -3.52112  -0.55571
H  -2.94580  -0.50398  4.49282
H  0.36985  -3.76087  -4.83023
H  -0.71486  4.01074  2.34223
H  -2.64647  4.34058  3.48883
H  -1.06200  0.47487  0.92628
H  2.93476  -5.56989  -1.89574